(1)
ORCA calculation (ωB97M-V/def2-TZVPD) on a 10-piece molecular cluster, C22H44Cl19N3OPS overall.

Its net charge is +1. The spin multiplicity is 1. The HOMO-LUMO gap comes out at 7.44 eV. The HOMO energy is -11.227 eV.

Geometry (Å):
C 2.50 -4.34 -0.44
C 3.37 -3.26 -0.09
C 4.43 -1.98 -0.23
C 3.88 -0.78 0.75
C 3.70 0.68 -0.05
N 2.23 0.81 -0.40
C 1.34 1.48 0.67
C 0.53 0.41 1.61
C 1.13 0.49 3.17
Cl -1.24 1.06 1.77
C 1.75 0.34 -1.61
N 0.22 0.50 -1.78
C -0.12 1.67 -2.67
C -1.78 1.87 -2.60
O -2.48 0.72 -2.01
C -3.45 1.12 -0.98
C -4.79 1.67 -1.82
N 2.54 -0.27 -2.72
P 2.14 -1.96 -3.09
S 1.54 -2.13 -4.97
H 1.55 -5.01 -0.69
H 4.58 -1.62 -1.33
H 5.48 -2.38 0.17
H 2.83 -1.10 1.13
H 4.58 -0.62 1.68
H 4.44 0.82 -0.94
H 4.00 1.50 0.76
H 2.01 2.13 1.40
H 0.58 2.25 0.17
H 0.52 -0.68 1.20
H 0.42 -0.08 3.94
H 1.08 1.63 3.51
H 2.23 0.10 3.25
H -0.12 -0.37 -2.24
H 0.22 1.41 -3.78
H 0.41 2.68 -2.38
H -2.25 2.06 -3.68
H -2.07 2.82 -1.96
H -3.79 0.20 -0.31
H -3.06 1.93 -0.23
H -5.77 1.44 -1.22
H -4.58 2.83 -1.98
H -4.74 1.07 -2.86
H 3.55 -0.05 -2.73
H 3.31 -2.78 -2.95
H 1.10 -2.43 -2.19
C -0.23 5.54 0.48
Cl -0.71 4.03 1.26
Cl -0.26 5.38 -1.29
H -0.93 6.33 0.77
H 0.78 5.81 0.79
C 1.28 -6.96 -2.89
Cl 0.13 -7.38 -4.16
Cl 1.76 -5.26 -3.01
H 0.82 -7.12 -1.91
H 2.17 -7.59 -2.99
C -1.76 9.66 0.94
Cl -2.93 8.69 1.84
Cl -0.67 8.64 0.01
H -2.30 10.32 0.26
H -1.18 10.26 1.65
C 3.53 -6.54 -6.31
Cl 3.83 -8.27 -6.10
Cl 4.54 -5.59 -5.21
H 3.77 -6.27 -7.34
H 2.48 -6.34 -6.11
C -4.72 0.61 2.53
Cl -5.87 0.18 1.26
Cl -4.24 2.30 2.41
H -5.18 0.44 3.50
H -3.83 -0.02 2.43
C -2.57 -5.97 -1.79
Cl -2.77 -5.17 -3.35
Cl -1.05 -5.51 -1.02
H -3.40 -5.69 -1.14
H -2.58 -7.06 -1.94
C -7.13 2.90 4.27
Cl -8.10 1.50 4.70
Cl -8.15 4.29 3.88
H -6.48 3.16 5.11
H -6.51 2.66 3.40
C 5.45 -3.33 3.78
Cl 6.48 -1.89 3.77
Cl 4.41 -3.38 2.36
H 6.09 -4.22 3.79
H 4.83 -3.32 4.68
C -0.65 2.76 5.75
Cl -0.84 3.57 4.19
Cl 0.87 3.22 6.52
H -1.48 3.04 6.40
H -0.65 1.68 5.59

(2)
ORCA calculation (ωB97M-V/def2-TZVPD) on a 11-piece molecular cluster, C22H44Cl22 overall.

Its net charge is -1. The energy above the lowest of the compared OMol25 structures with the same formula, charge and spin is 59.1 kJ/mol. The spin multiplicity is 2. The HOMO-LUMO gap (spin up / spin down) comes out at 1.67 / 10.34 eV. The HOMO energy (spin up / spin down) is 0.227 / -8.455 eV.

Geometry (Å):
Cl 1.01 1.03 -1.14
C 0.99 -0.35 -0.14
C 0.20 -0.02 1.14
Cl -1.43 0.58 0.86
H 1.96 -0.74 0.14
H 0.46 -1.14 -0.67
H 0.65 0.81 1.68
H 0.14 -0.83 1.86
Cl -4.18 4.63 1.38
C -4.21 3.15 2.30
C -5.59 2.62 2.44
Cl -6.10 1.64 1.01
H -3.84 3.42 3.29
H -3.46 2.48 1.86
H -6.38 3.37 2.53
H -5.67 1.93 3.29
Cl -2.16 1.75 4.58
C -0.76 0.71 4.81
C 0.52 1.58 4.69
Cl 0.57 2.96 5.79
H -0.89 -0.08 4.07
H -0.95 0.28 5.79
H 0.59 1.94 3.67
H 1.35 0.99 5.08
Cl 5.59 -3.14 -3.83
C 4.32 -4.21 -3.05
C 3.55 -3.48 -1.95
Cl 2.45 -2.20 -2.57
H 4.93 -5.03 -2.67
H 3.69 -4.66 -3.82
H 4.13 -3.00 -1.16
H 2.91 -4.26 -1.53
Cl -2.76 1.54 -3.10
C -3.57 0.80 -1.69
C -4.85 0.12 -2.12
Cl -4.58 -1.29 -3.10
H -3.70 1.62 -0.98
H -2.94 0.05 -1.21
H -5.41 0.86 -2.69
H -5.38 -0.24 -1.24
Cl 6.17 1.03 1.78
C 5.32 1.63 0.31
C 5.27 0.52 -0.67
Cl 4.44 1.23 -2.09
H 5.85 2.49 -0.10
H 4.32 2.01 0.49
H 4.75 -0.39 -0.39
H 6.24 0.23 -1.08
Cl 1.40 3.44 1.57
C 1.68 5.17 1.80
C 0.23 5.81 1.85
Cl -0.57 5.26 3.35
H 2.23 5.62 0.98
H 2.26 5.32 2.70
H -0.36 5.61 0.96
H 0.26 6.90 1.78
Cl 0.46 2.01 -5.80
C 1.97 1.64 -4.83
C 3.15 1.01 -5.64
Cl 2.82 -0.69 -6.16
H 1.55 0.96 -4.09
H 2.30 2.42 -4.14
H 4.07 1.00 -5.06
H 3.29 1.58 -6.56
Cl -2.53 -4.60 1.68
C -3.48 -3.41 2.61
C -3.32 -1.99 2.11
Cl -4.17 -0.89 3.23
H -3.20 -3.51 3.65
H -4.51 -3.75 2.50
H -3.73 -1.79 1.12
H -2.26 -1.75 2.14
Cl 0.87 -2.30 3.95
C 0.44 -4.03 3.64
C 1.22 -4.67 2.45
Cl 0.89 -3.83 0.89
H -0.64 -4.15 3.63
H 0.68 -4.56 4.56
H 0.86 -5.70 2.38
H 2.28 -4.85 2.60
Cl -1.30 -3.33 -3.69
C -0.88 -1.63 -4.02
C -1.58 -1.11 -5.30
Cl -0.89 -2.12 -6.71
H 0.20 -1.54 -4.09
H -1.19 -1.07 -3.14
H -1.43 -0.06 -5.55
H -2.63 -1.38 -5.16

(3)
ORCA calculation (ωB97M-V/def2-TZVPD) on a 7-piece molecular cluster, C22H44FNO10S overall.

The SMILES is O=C(O)CCCNS(=O)(=O)F.CC(C)=O.CC(C)=O.CC(C)=O.CC(C)=O.CC(C)=O.CC(C)=O. The spin multiplicity is 1. The HOMO-LUMO gap comes out at 9.66 eV. The HOMO energy is -9.114 eV.

Geometry (Å):
O 4.62 0.27 -1.91
C 3.64 0.84 -2.28
O 3.35 0.94 -3.63
C 2.68 1.50 -1.32
C 1.59 2.42 -1.85
C 0.53 1.80 -2.76
N -0.53 1.12 -1.96
S -0.39 -0.45 -1.56
O -1.48 -1.21 -2.06
O 0.04 -0.60 -0.21
F 0.88 -0.89 -2.41
H 2.87 0.16 -3.91
H 3.32 2.10 -0.66
H 2.27 0.72 -0.68
H 1.05 2.78 -0.97
H 2.03 3.30 -2.33
H 0.94 1.14 -3.51
H 0.01 2.59 -3.30
H -1.43 1.21 -2.44
C 3.00 0.59 3.60
C 2.19 1.38 2.60
C 0.69 1.36 2.77
O 2.71 1.98 1.69
H 4.05 0.68 3.35
H 2.83 0.97 4.61
H 2.70 -0.46 3.57
H 0.42 1.76 3.75
H 0.32 0.33 2.72
H 0.22 1.95 1.99
C -4.78 -0.27 -2.36
C -4.34 0.90 -3.19
C -5.37 1.51 -4.10
O -3.21 1.34 -3.13
H -3.96 -0.61 -1.74
H -5.61 0.04 -1.73
H -5.12 -1.08 -3.00
H -6.22 1.86 -3.51
H -5.74 0.76 -4.80
H -4.94 2.34 -4.65
C -7.80 2.39 1.18
C -6.55 1.63 0.82
C -5.93 0.79 1.91
O -6.07 1.69 -0.29
H -8.15 2.96 0.32
H -8.58 1.70 1.50
H -7.60 3.07 2.01
H -6.64 0.04 2.25
H -5.66 1.41 2.76
H -5.04 0.29 1.52
C 9.96 -0.62 -1.91
C 8.91 -1.15 -0.96
C 7.49 -0.71 -1.20
O 9.21 -1.89 -0.05
H 10.93 -1.01 -1.64
H 9.72 -0.92 -2.93
H 9.97 0.47 -1.88
H 7.17 -1.00 -2.20
H 7.42 0.38 -1.15
H 6.83 -1.14 -0.47
C -6.85 -4.31 -1.90
C -7.08 -3.62 -3.22
C -7.22 -4.51 -4.43
O -7.14 -2.41 -3.31
H -6.76 -3.56 -1.11
H -7.68 -4.98 -1.68
H -5.94 -4.90 -1.94
H -8.06 -5.19 -4.30
H -6.32 -5.12 -4.56
H -7.38 -3.90 -5.32
C 5.16 -1.49 7.84
C 4.95 -0.16 7.16
C 6.14 0.76 7.08
O 3.87 0.14 6.70
H 4.24 -2.07 7.83
H 5.95 -2.05 7.32
H 5.49 -1.34 8.87
H 6.95 0.27 6.54
H 6.50 0.99 8.09
H 5.86 1.68 6.57

(4)
ORCA calculation (ωB97M-V/def2-TZVPD) on C22H44MnN3OP2 as an isolated structure.

Its net charge is +3. The spin multiplicity is 4. The HOMO-LUMO gap (spin up / spin down) comes out at 7.31 / 6.09 eV. The HOMO energy (spin up / spin down) is -18.306 / -18.358 eV.

Geometry (Å):
Mn 0.21 -0.20 -0.31
P 1.43 1.68 -0.45
P -0.78 -2.17 0.21
N 1.46 -1.09 -1.33
C 2.79 1.00 -1.51
H 3.02 1.70 -2.33
H 3.69 0.93 -0.88
C 2.47 -0.39 -2.09
H 2.16 -0.29 -3.15
H 3.41 -0.98 -2.13
C 1.30 -2.48 -1.70
H 2.29 -2.98 -1.76
H 0.89 -2.57 -2.72
C 0.43 -3.26 -0.70
H 1.07 -3.72 0.06
H -0.10 -4.06 -1.22
C -2.39 -2.64 -0.65
C -3.55 -1.69 -0.34
H -4.42 -2.01 -0.93
H -3.33 -0.66 -0.63
H -3.84 -1.72 0.72
C -0.82 -2.85 1.94
C -1.97 -2.29 2.78
H -1.92 -2.71 3.79
H -2.95 -2.57 2.36
H -1.92 -1.20 2.87
C 2.24 2.49 0.99
C 1.26 3.37 1.78
H 1.68 3.57 2.77
H 0.28 2.89 1.91
H 1.12 4.34 1.28
C 0.71 3.05 -1.51
C -0.58 3.64 -0.92
H -1.27 3.84 -1.75
H -0.38 4.60 -0.42
H -1.10 2.99 -0.20
C -1.08 0.38 -1.37
O -1.89 0.77 -2.13
C -0.76 -4.38 2.06
H -1.69 -4.86 1.74
H 0.07 -4.82 1.50
H -0.61 -4.64 3.11
C 3.53 3.25 0.68
H 3.99 3.54 1.63
H 4.26 2.65 0.13
H 3.35 4.18 0.12
C 1.69 4.16 -1.90
H 1.25 4.69 -2.76
H 1.82 4.89 -1.10
H 2.67 3.79 -2.22
C -2.83 -4.09 -0.48
H -3.26 -4.29 0.51
H -3.62 -4.28 -1.22
H -2.03 -4.82 -0.67
H -2.10 -2.48 -1.71
H 0.44 2.49 -2.43
H 0.12 -2.45 2.36
H 2.50 1.62 1.62
H 1.45 -0.60 0.83
H 0.88 -0.19 1.33
N -2.26 4.72 2.28
C -2.77 3.46 2.40
C -3.91 3.21 3.21
C -4.45 1.93 3.24
C -3.85 0.94 2.46
C -2.72 1.27 1.70
N -2.17 2.50 1.68
H -1.45 4.88 1.69
H -2.56 5.45 2.89
H -4.32 4.06 3.77
H -5.34 1.71 3.84
H -4.24 -0.08 2.43
H -2.25 0.54 1.03

(5)
ORCA calculation (ωB97M-V/def2-TZVPD) on C22H44N2O3Rb as an isolated structure.

Its net charge is -1. The energy above the lowest of the compared OMol25 structures with the same formula, charge and spin is 250.3 kJ/mol. The spin multiplicity is 1. The HOMO-LUMO gap comes out at 4.50 eV. The HOMO energy is -2.574 eV.

Geometry (Å):
Rb 16.89 -24.79 -23.65
C 19.82 -26.59 -27.41
C 19.29 -25.06 -27.45
C 20.06 -24.38 -28.66
C 19.42 -23.04 -29.06
C 18.04 -23.26 -29.45
C 17.23 -23.78 -28.19
N 17.82 -25.03 -27.70
O 17.00 -25.76 -26.66
C 15.83 -24.00 -28.78
C 17.16 -22.66 -27.07
C 19.82 -24.48 -26.11
H 19.74 -27.05 -28.39
H 19.22 -27.24 -26.77
H 20.85 -26.60 -27.04
H 20.10 -25.14 -29.45
H 21.09 -24.16 -28.38
H 19.91 -22.47 -29.85
H 19.42 -22.33 -28.24
H 18.01 -23.83 -30.38
H 17.60 -22.32 -29.79
H 15.94 -24.62 -29.67
H 15.39 -23.10 -29.22
H 15.12 -24.28 -28.00
H 16.62 -21.78 -27.41
H 18.06 -22.21 -26.67
H 16.70 -23.08 -26.17
H 20.04 -23.41 -26.05
H 20.76 -24.96 -25.87
H 19.25 -24.85 -25.26
C 19.48 -20.35 -22.44
C 18.47 -20.31 -21.37
C 18.27 -18.92 -20.77
C 17.46 -17.99 -21.76
C 16.15 -18.59 -22.04
C 16.18 -20.01 -22.60
N 17.13 -20.80 -21.86
O 17.16 -22.24 -22.14
C 16.35 -20.00 -24.19
C 14.68 -20.59 -22.37
C 19.05 -21.14 -20.11
H 19.70 -21.28 -22.98
H 20.40 -19.90 -22.06
H 19.27 -19.58 -23.18
H 19.26 -18.47 -20.73
H 17.99 -18.82 -19.73
H 18.10 -17.78 -22.61
H 17.29 -17.01 -21.31
H 15.54 -17.92 -22.66
H 15.46 -18.49 -21.21
H 15.65 -19.28 -24.61
H 16.22 -20.98 -24.64
H 17.34 -19.64 -24.48
H 13.82 -20.38 -23.00
H 14.40 -20.53 -21.32
H 14.72 -21.65 -22.65
H 18.41 -21.20 -19.22
H 20.02 -20.69 -19.92
H 19.31 -22.16 -20.39
C 18.91 -27.61 -21.97
C 18.98 -26.65 -20.75
C 19.51 -25.38 -21.36
O 19.42 -25.43 -22.81
C 19.54 -26.83 -23.18
H 17.91 -27.88 -22.31
H 19.34 -28.60 -21.81
H 19.53 -27.14 -19.95
H 17.96 -26.47 -20.42
H 20.54 -25.26 -21.05
H 18.87 -24.54 -21.09
H 20.60 -27.05 -23.29
H 19.03 -27.02 -24.12

(6)
ORCA calculation (ωB97M-V/def2-TZVPD) on an isolated molecule of C22H45B2N3O9.

The SMILES is C=CC[C@@](CO[C@@](CCN)(CCCOC)B(O)O)(O[C@@](CCCC(=O)O)(COC)N=C(C)C)B(N)O. The spin multiplicity is 1. The HOMO-LUMO gap comes out at 8.29 eV. The HOMO energy is -7.991 eV.

Geometry (Å):
C 0.27 2.15 4.87
C -0.34 2.06 3.68
C -0.55 0.75 2.96
C 0.10 0.71 1.56
C 1.06 -0.47 1.57
O 1.74 -0.45 0.32
C 1.92 -1.72 -0.31
C 2.86 -1.39 -1.49
C 4.24 -0.89 -1.06
N 4.53 0.37 -1.77
C 2.53 -2.79 0.60
C 2.33 -4.24 0.13
C 2.98 -4.61 -1.20
O 1.98 -4.70 -2.21
C 2.47 -4.50 -3.52
B 0.52 -2.17 -1.00
O -0.48 -2.88 -0.34
O 0.26 -1.84 -2.30
O -0.76 0.37 0.48
C -2.03 0.92 0.38
C -2.31 0.94 -1.14
C -1.34 1.79 -1.93
C -1.45 1.52 -3.46
C -1.94 2.77 -4.15
O -3.02 2.86 -4.70
O -1.06 3.83 -4.09
C -3.07 -0.12 0.97
O -2.50 -1.41 1.14
C -2.98 -2.05 2.31
N -2.20 2.25 0.91
C -3.23 2.98 0.94
C -3.34 4.23 0.10
C -4.42 2.76 1.87
B 1.07 1.97 1.30
N 2.34 2.12 2.05
O 0.71 2.89 0.35
H 0.57 3.09 5.31
H 0.49 1.25 5.43
H -0.74 2.96 3.20
H -0.12 -0.01 3.61
H -1.63 0.57 2.94
H 1.80 -0.32 2.36
H 0.52 -1.39 1.80
H 2.88 -2.18 -2.23
H 2.37 -0.55 -1.98
H 4.22 -0.68 0.01
H 5.04 -1.58 -1.33
H 5.40 0.76 -1.47
H 3.78 1.03 -1.60
H 3.61 -2.65 0.71
H 2.14 -2.75 1.61
H 1.29 -4.54 0.17
H 2.82 -4.86 0.88
H 3.77 -3.92 -1.46
H 3.46 -5.59 -1.10
H 2.08 -3.56 -3.91
H 3.56 -4.45 -3.57
H 2.11 -5.30 -4.18
H -0.85 -2.38 0.40
H -0.32 -2.50 -2.69
H -3.36 1.15 -1.35
H -2.14 -0.09 -1.46
H -0.34 1.47 -1.64
H -1.40 2.85 -1.70
H -0.46 1.29 -3.85
H -2.12 0.69 -3.67
H -1.30 4.43 -3.39
H -3.94 -0.19 0.31
H -3.40 0.23 1.95
H -4.07 -2.02 2.36
H -2.60 -1.57 3.21
H -2.64 -3.08 2.29
H -2.33 4.51 -0.20
H -3.97 4.02 -0.77
H -3.73 5.07 0.68
H -4.86 3.72 2.13
H -5.19 2.25 1.29
H -4.15 2.19 2.75
H 2.25 2.90 2.69
H 3.13 2.30 1.43
H 1.47 3.45 0.19